Version w
Entry from OMol25: a cluster of 11 separate species, CH23O11 in total (ωB97M-V/def2-TZVPD).

Last column: natural (NBO) charge in e.
CARTESIAN COORDINATES (ANGSTROEM)
C1 -2.48947 1.22323 -0.49706  -0.26
O1 -1.32556 1.62752 0.23931  -0.84
H1 -2.42396 0.12422 -0.38930  0.16
H2 -3.31794 1.61190 0.10948  0.18
H3 -2.47265 1.40124 -1.55842  0.20
H4 0.54409 -1.78293 -2.74614  0.46
H5 0.06552 -2.43513 -1.39646  0.48
O2 0.28116 -2.59346 -2.32065  -0.95
H6 2.02021 -0.01001 0.43188  0.49
H7 1.68397 -0.11393 1.91439  0.46
O3 2.44330 -0.09198 1.32774  -0.99
H8 2.25529 -0.33137 -2.31879  0.49
H9 3.20726 -1.21762 -1.37686  0.47
O4 3.03910 -0.91062 -2.27549  -0.98
H10 0.05569 3.05209 -2.37072  0.48
H11 -0.77262 2.79692 -1.01137  0.48
O5 -0.70032 3.30917 -1.84093  -0.99
H12 -2.51769 -1.70766 1.17657  0.47
H13 -1.68434 -2.64380 2.17563  0.49
O6 -2.43919 -2.56040 1.59481  -0.97
H14 -1.34885 1.78674 1.88258  0.52
H15 -0.56029 2.51405 3.08496  0.47
O7 -1.19974 1.83118 2.86329  -1.01
H16 0.91856 -1.52129 0.93187  0.48
H17 2.00679 -2.58352 1.33703  0.49
O8 1.07391 -2.37395 1.34403  -0.97
H18 0.95486 1.03159 -2.22456  0.52
H19 0.75028 -0.01528 -3.53317  0.46
O9 1.03070 0.83200 -3.20374  -1.02
H20 -1.07167 0.09633 3.12684  0.50
H21 -0.25370 -1.18552 2.86194  0.46
O10 -1.08845 -0.88010 3.23839  -1.00
H22 -0.42986 1.42703 -0.26011  0.52
H23 1.50662 1.41001 -0.26177  0.45
O11 0.89384 0.73959 -0.59474  -1.22

For the gap between HOMO and LUMO, the calculation gives 9.90 eV. Its charge is -1.

***

Version x
Entry from OMol25: a cluster of 11 separate species, CH23O11 in total (ωB97M-V/def2-TZVPD).

Last column: natural (NBO) charge in e.
CARTESIAN COORDINATES (ANGSTROEM)
C1 -13.98259 -6.05813 -7.11834  -0.21
O1 -12.87006 -5.47166 -6.66112  -0.99
H1 -14.17073 -5.59657 -8.01161  0.13
H2 -14.79520 -5.93101 -6.45196  0.12
H3 -13.84641 -7.11509 -7.12721  0.12
O2 -13.48733 -9.10995 -4.66084  -0.98
H4 -12.84027 -8.44679 -4.85512  0.49
H5 -14.35416 -8.74474 -4.55549  0.48
O3 -14.94992 -6.79701 -3.49810  -0.97
H6 -13.98144 -6.84345 -3.60788  0.49
H7 -15.24603 -6.20904 -4.15927  0.47
O4 -13.40657 -3.18595 -5.45222  -0.99
H8 -13.24270 -4.01615 -5.91952  0.49
H9 -12.81207 -3.25942 -4.71822  0.46
O5 -11.90268 -6.35693 -4.53951  -1.03
H10 -12.30000 -6.10714 -5.39850  0.48
H11 -11.22471 -5.70025 -4.38910  0.47
O6 -13.26712 -8.72982 -9.05110  -0.95
H12 -13.91386 -8.23533 -8.49213  0.49
H13 -12.95557 -8.15581 -9.77738  0.48
O7 -12.32117 -3.96587 -8.90478  -0.95
H14 -12.65387 -4.75313 -8.48435  0.48
H15 -12.14218 -3.52718 -8.13601  0.47
O8 -16.35172 -4.25510 -4.83742  -0.95
H16 -15.84695 -4.57913 -5.58358  0.47
H17 -16.66296 -3.40060 -5.12877  0.47
O9 -11.38859 -7.48582 -7.54563  -0.98
H18 -12.04249 -7.90113 -8.08712  0.46
H19 -11.97844 -6.87885 -7.08870  0.47
O10 -10.25467 -4.47490 -6.41616  -0.96
H20 -11.01037 -4.95737 -6.59579  0.49
H21 -9.92716 -4.24070 -7.28035  0.46
O11 -15.24634 -3.32897 -8.53939  -0.96
H22 -14.38536 -3.74593 -8.58276  0.48
H23 -15.11986 -2.48686 -8.97185  0.46

For the gap between HOMO and LUMO, the calculation gives 9.16 eV. Its charge is -1.

***

Computed relative energies in units of hartree: version w 0.0000; version x 0.0096

***

Version w
Entry from OMol25: a cluster of 2 separate species, C7H8NO3 in total (ωB97M-V/def2-TZVPD).

Last column: natural (NBO) charge in e.
CARTESIAN COORDINATES (ANGSTROEM)
C1 -4.09681 1.69759 -0.69311  -0.32
C2 -1.66681 1.71968 -0.20628  -0.11
C3 -4.06725 -1.33515 0.40566  1.05
C4 -5.16701 1.17843 -0.18563  0.62
C5 0.27156 -1.58908 -0.34483  -0.60
C6 -0.51199 0.84467 -0.05728  -0.51
C7 -0.90485 -0.70375 0.10767  -0.44
N1 -2.79823 1.10402 -0.28476  -0.66
O1 -4.05636 -1.09632 1.52732  -0.53
O2 -6.03399 0.40725 0.19198  -0.56
O3 -4.21633 -1.70338 -0.67640  -0.54
H1 -4.31040 2.46285 -1.42311  0.21
H2 0.76754 -1.12114 -1.28406  0.18
H3 0.13401 -2.62360 -0.61039  0.19
H4 1.07127 -1.53783 0.42986  0.19
H5 0.15268 1.23645 0.72412  0.20
H6 0.09926 1.08046 -0.95930  0.21
H7 -1.86641 -0.87007 -0.37413  0.23
H8 -1.16936 -0.98497 1.16449  0.19

For the gap between HOMO and LUMO, the calculation gives 5.48 eV. Its charge is -1.

***

Version x
Entry from OMol25: the ion C7H8NO3 with charge -1 (ωB97M-V/def2-TZVPD).

Last column: natural (NBO) charge in e.
CARTESIAN COORDINATES (ANGSTROEM)
C1 -0.90728 -1.19048 0.08316  -0.05
C2 -0.22231 -0.06868 0.14055  -0.42
C3 -2.14839 1.26017 1.24151  0.95
C4 -3.22948 -0.40048 -0.09640  0.90
C5 1.74954 -0.52858 -1.36138  -0.64
C6 1.88214 1.18924 0.58507  -0.59
C7 1.26292 -0.14897 0.13609  -0.27
N1 -3.03539 0.77007 0.56702  -0.65
O1 -1.54529 2.00443 1.94145  -0.53
O2 -4.27972 -0.62663 -0.66968  -0.61
O3 -2.29557 -1.41282 -0.04981  -0.53
H1 -0.48260 -2.27242 -0.15443  0.11
H2 2.72018 -0.23046 -1.77341  0.19
H3 0.85622 -0.12411 -1.88544  0.22
H4 1.68780 -1.57159 -1.45512  0.19
H5 2.97800 0.96928 0.47012  0.17
H6 1.80084 1.31241 1.63385  0.20
H7 1.66555 2.09244 -0.10492  0.21
H8 1.54285 -1.02282 0.75177  0.17

For the gap between HOMO and LUMO, the calculation gives 7.05 eV. Its charge is -1.

***

Computed relative energies in units of hartree: version w 0.0323; version x 0.0000

***

Version w
Entry from OMol25: a cluster of 2 separate species, C3H7NOS2 in total (ωB97M-V/def2-TZVPD).

Last column: natural (NBO) charge in e.
CARTESIAN COORDINATES (ANGSTROEM)
C1 0.21117 -0.44732 0.16218  0.16
C2 -0.40162 -2.20124 1.56655  -0.28
C3 1.07762 1.70125 -1.15381  -0.77
N1 2.42460 -0.49436 -1.27127  -1.10
O1 -0.13849 -1.68186 0.27380  -0.51
S1 1.82078 0.10149 2.11758  -0.22
S2 0.92787 -0.07580 -1.48879  0.98
H1 -0.43297 -3.28677 1.48171  0.20
H2 -1.35771 -1.81938 1.93681  0.19
H3 0.39536 -1.87362 2.24679  0.23
H4 1.59286 2.17276 -1.98467  0.24
H5 1.66148 1.79363 -0.24270  0.27
H6 0.08243 2.11023 -1.01644  0.23
H7 2.61235 -1.43837 -1.58492  0.36

For the gap between HOMO and LUMO (alpha / beta), the calculation gives 7.67 / 6.93 eV. Its spin multiplicity is 3.

***

Version x
Entry from OMol25: a cluster of 2 separate species, C3H7NOS2 in total (ωB97M-V/def2-TZVPD).

Last column: natural (NBO) charge in e.
CARTESIAN COORDINATES (ANGSTROEM)
C1 1.11775 2.68868 0.98726  -0.18
C2 -0.16128 -0.00069 -2.09532  -0.61
C3 -0.54536 -0.38443 -0.68685  -0.62
N1 2.09041 2.88068 1.80055  -0.73
O1 -1.40314 2.39754 0.55255  -0.83
S1 -0.47427 2.93745 1.52805  0.95
S2 0.85597 -0.35707 0.39607  0.11
H1 -1.03660 0.20193 -2.83200  0.22
H2 0.39460 0.90643 -2.14609  0.22
H3 0.51277 -0.89415 -2.59175  0.21
H4 -0.75396 -1.48745 -0.70454  0.24
H5 -1.50557 0.06691 -0.31400  0.24
H6 3.00127 3.33442 1.53705  0.41
H7 1.83383 2.93759 2.79260  0.36

For the gap between HOMO and LUMO (alpha / beta), the calculation gives 8.68 / 6.59 eV. Its spin multiplicity is 3.

***

Computed relative energies in units of hartree: version w 0.0610; version x 0.0000

***

Version w
Entry from OMol25: a cluster of 5 separate species, H11O5 in total (ωB97M-V/def2-TZVPD).

Last column: natural (NBO) charge in e.
CARTESIAN COORDINATES (ANGSTROEM)
O1 0.58351 0.04013 1.45028  -0.96
H1 0.87859 -0.79752 1.81014  0.50
H2 1.42386 0.52764 1.43022  0.52
O2 -3.30599 1.09822 -0.87870  -0.93
H3 -3.09115 1.91099 -1.35782  0.51
H4 -4.00925 1.29628 -0.26631  0.52
O3 3.41488 0.90851 1.23403  -0.98
H5 3.91422 0.68552 2.00987  0.50
H6 3.34793 1.83904 1.01760  0.50
O4 0.40706 -2.00360 -1.49361  -0.95
H7 1.14421 -1.57562 -1.01847  0.47
H8 1.00042 -2.21355 -2.23005  0.50
O5 -1.25073 -0.18939 -0.35351  -0.87
H9 -0.51780 0.01360 0.30603  0.56
H10 -2.11349 0.28695 -0.67853  0.55
H11 -1.08365 -0.94711 -0.93760  0.56

For the gap between HOMO and LUMO, the calculation gives 12.54 eV. Its charge is +1.

***

Version x
Entry from OMol25: a cluster of 5 separate species, H11O5 in total (ωB97M-V/def2-TZVPD).

Last column: natural (NBO) charge in e.
CARTESIAN COORDINATES (ANGSTROEM)
O1 32.41800 24.85000 28.19400  -0.77
H1 32.62700 25.67900 28.51500  0.54
H2 33.50100 24.64600 28.00600  0.58
H3 32.24400 24.26300 28.92200  0.56
O2 32.93000 27.44600 29.10300  -0.94
H4 32.26500 27.89500 29.47300  0.48
H5 33.67700 27.68400 29.55500  0.48
O3 31.27600 24.00500 30.63900  -0.96
H6 31.43900 23.02800 30.66200  0.48
H7 31.49700 24.27900 31.57200  0.50
O4 34.91400 25.29500 27.33900  -0.98
H8 35.35600 24.38200 27.23600  0.49
H9 35.65600 25.86900 27.01600  0.53
O5 34.20600 23.26400 29.72600  -0.98
H10 35.05900 22.83300 29.52100  0.49
H11 34.08700 22.77200 30.61200  0.49

For the gap between HOMO and LUMO, the calculation gives 12.51 eV. Its charge is +1.

***

Computed relative energies in units of hartree: version w 0.0000; version x 0.0442

***

Version w
Entry from OMol25: an isolated molecule of C6H8O3S (ωB97M-V/def2-TZVPD).

Last column: natural (NBO) charge in e.
CARTESIAN COORDINATES (ANGSTROEM)
C1 -1.25932 -0.19815 -0.07415  0.18
C2 0.76333 1.31558 0.13546  -0.34
C3 -2.40440 0.26043 0.32876  -0.49
C4 0.65748 2.51588 0.61198  -0.41
C5 0.62727 -1.05641 -1.20223  -0.64
C6 -0.56129 -1.44747 -0.32735  -0.08
O1 2.92019 0.38711 -0.82138  -0.91
O2 1.87098 -0.72758 1.22822  -0.93
O3 -0.35100 -2.10515 0.87640  -0.68
S1 1.74786 -0.07387 -0.09203  2.09
H1 -3.32085 -0.39715 0.38086  0.23
H2 -2.77336 1.27887 0.58338  0.24
H3 1.56589 2.91752 1.06068  0.22
H4 -0.33747 3.16003 0.59906  0.23
H5 1.26545 -1.91084 -1.61159  0.26
H6 0.45356 -0.16737 -1.94821  0.28
H7 -1.38979 -2.00272 -0.78515  0.23
H8 0.52548 -1.74870 1.05730  0.49

For the gap between HOMO and LUMO (alpha / beta), the calculation gives 8.24 / 7.86 eV.

***

Version x
Entry from OMol25: a structure of composition C6H8O3S (ωB97M-V/def2-TZVPD).

Last column: natural (NBO) charge in e.
CARTESIAN COORDINATES (ANGSTROEM)
C1 -0.64894 -0.40673 2.09965  -0.30
C2 -0.50486 -1.62186 1.50945  0.08
C3 -0.30470 0.57758 1.11951  -0.15
C4 0.00484 -0.15502 0.02376  0.16
C5 -0.31966 2.05355 1.27375  -0.63
C6 0.78758 -1.40920 -2.92801  -0.84
O1 -0.12995 1.10890 -2.78237  -0.91
O2 2.15973 0.68889 -1.97185  -0.90
O3 -0.10077 -1.47641 0.22899  -0.44
S1 0.80239 0.24094 -2.11609  2.05
H1 -0.94663 -0.21565 3.10928  0.23
H2 -0.65738 -2.61858 1.86887  0.21
H3 0.09541 2.33520 2.23824  0.22
H4 0.25953 2.51472 0.47990  0.23
H5 -1.34220 2.42710 1.21825  0.22
H6 -0.02785 -1.41189 -3.64087  0.25
H7 1.74711 -1.51954 -3.42190  0.26
H8 0.65089 -2.17472 -2.17410  0.26

For the gap between HOMO and LUMO, the calculation gives 8.96 eV.

***

Computed relative energies in units of hartree: version w 0.1513; version x 0.0000

***

Version w
Entry from OMol25: a cluster of 2 separate species, C6H9N2O2 in total (ωB97M-V/def2-TZVPD).

Last column: natural (NBO) charge in e.
CARTESIAN COORDINATES (ANGSTROEM)
C1 1.39863 -0.18350 -3.54680  -0.75
C2 1.10822 -1.59009 -2.91430  0.78
O1 1.21485 -2.54331 -3.71057  -0.76
O2 0.83307 -1.53765 -1.69658  -0.82
H1 1.33549 -0.14953 -4.64381  0.19
H2 2.42927 0.17737 -3.42804  0.20
H3 0.81609 0.61406 -3.08763  0.19
C3 -1.81515 0.36647 3.50974  -0.63
C4 0.78467 1.07508 1.20736  0.17
C5 -1.12812 0.10033 1.00516  -0.09
C6 -1.08340 0.65308 2.24286  0.04
N1 0.01932 0.38787 0.31108  -0.54
N2 0.20684 1.25038 2.35516  -0.49
H4 0.10754 -0.12550 -0.56647  0.48
H5 1.81698 1.20975 0.94039  0.19
H6 -1.91036 -0.50483 0.57107  0.20
H7 -1.61647 -0.65297 3.84664  0.21
H8 -2.88293 0.41035 3.26392  0.20
H9 -1.63453 1.04260 4.34083  0.22

For the gap between HOMO and LUMO, the calculation gives 8.10 eV. Its charge is -1.

***

Version x
Entry from OMol25: a cluster of 2 separate species, C6H9N2O2 in total (ωB97M-V/def2-TZVPD).

Last column: natural (NBO) charge in e.
CARTESIAN COORDINATES (ANGSTROEM)
C1 3.57731 0.13898 -0.02088  -0.65
C2 0.21441 -1.21833 0.10475  0.16
C3 2.05693 -0.16673 0.23990  0.09
C4 1.16699 0.61308 0.89587  -0.16
N1 1.52286 -1.31292 -0.21115  -0.51
N2 -0.03945 -0.04758 0.78539  -0.54
H1 -0.56880 -1.83522 -0.27191  0.22
H2 -1.05456 0.12430 1.07807  0.47
H3 1.11737 1.49104 1.49969  0.20
H4 4.03784 -0.60209 -0.69813  0.21
H5 4.00124 -0.06626 0.98346  0.21
H6 3.68673 1.05295 -0.57004  0.21
C5 -2.78213 0.84761 -0.90477  -0.74
C6 -2.93262 -0.49024 -0.14405  0.76
O1 -3.13531 -1.56412 -0.71345  -0.73
O2 -2.58536 -0.46120 1.11126  -0.84
H7 -3.28213 0.84527 -1.89045  0.20
H8 -1.70170 0.99490 -0.87807  0.23
H9 -3.29962 1.65654 -0.39549  0.20

For the gap between HOMO and LUMO, the calculation gives 8.33 eV. Its charge is -1.

***

Computed relative energies in units of hartree: version w 0.0000; version x 0.0084